The following is a DFT calculation (ωB97M-V/def2-TZVPD) of a cluster of 13 separate species, C50H91N13O2 in total in a non-equilibrium geometry.

The geometry in XYZ format:
```
156
Properties=species:S:1:pos:R:3
C -9.0557 -18.7603 -5.6726
C -9.6206 -19.1917 -4.2866
C -9.1161 -18.2887 -3.1356
C -9.4476 -16.8848 -3.2102
N -9.7446 -15.7638 -3.2182
H -9.8587 -18.6106 -6.3959
H -8.3883 -19.4327 -6.1888
H -8.5778 -17.7845 -5.5449
H -9.3318 -20.2248 -4.1113
H -10.7013 -19.1124 -4.4377
H -8.1134 -18.4705 -2.9113
H -9.5652 -18.6248 -2.1817
C -14.5242 -25.8888 -5.5119
C -14.8809 -24.5802 -6.3398
C -16.1865 -23.9900 -5.7210
C -15.8534 -23.3929 -4.4282
N -15.4210 -22.9493 -3.4627
H -15.0527 -26.6656 -5.9981
H -14.7873 -25.6268 -4.4355
H -13.4662 -26.1979 -5.5462
H -15.0102 -24.8962 -7.3716
H -14.1412 -23.7338 -6.2935
H -16.9366 -24.7414 -5.6326
H -16.7018 -23.2102 -6.3715
C -16.6906 -21.9205 0.2204
C -16.7649 -20.4071 0.5296
C -18.2039 -19.9422 0.2412
C -18.4444 -19.9904 -1.2566
N -18.5173 -20.1986 -2.3758
H -17.0177 -22.1520 -0.8099
H -17.4068 -22.3350 0.9111
H -15.7531 -22.3963 0.3700
H -15.9872 -19.8597 -0.0408
H -16.6347 -20.2948 1.6018
H -18.2691 -18.9119 0.4003
H -18.8825 -20.6155 0.7755
C -12.6756 -20.2730 -12.0663
C -11.3526 -19.5026 -11.6831
C -10.8559 -19.6255 -10.2183
C -11.5750 -18.9320 -9.2172
N -12.0147 -18.4202 -8.2837
H -13.0597 -19.8631 -13.0164
H -13.5238 -20.1483 -11.3957
H -12.3483 -21.3046 -12.2583
H -11.4792 -18.4645 -11.8956
H -10.5283 -19.9113 -12.3145
H -9.8317 -19.3090 -10.1282
H -10.7758 -20.6711 -9.9589
C -13.9196 -15.5364 0.0558
C -13.2111 -15.4964 -1.3271
C -13.0180 -16.8258 -2.0808
C -12.1050 -17.8044 -1.3961
N -11.4012 -18.5687 -0.9324
H -14.9823 -15.8622 -0.0836
H -13.8479 -14.5252 0.5045
H -13.5042 -16.2595 0.7359
H -12.2410 -15.0023 -1.1443
H -13.6854 -14.8217 -2.0047
H -12.6037 -16.7651 -3.0685
H -13.9642 -17.3637 -2.1884
C -10.2821 -14.0444 -8.6692
C -11.6126 -14.6055 -8.2484
C -11.3024 -15.5572 -7.0481
C -12.4693 -16.2272 -6.3941
N -13.3328 -16.7484 -5.8829
H -9.8400 -13.3477 -7.9768
H -10.3573 -13.5111 -9.6752
H -9.5501 -14.8684 -8.8202
H -12.1516 -15.1326 -9.0249
H -12.2264 -13.7404 -7.9451
H -10.8649 -14.9806 -6.2579
H -10.6778 -16.3455 -7.4758
C -20.0873 -21.9250 -8.1475
C -18.6873 -22.6169 -8.2400
C -17.7523 -22.2110 -9.3612
C -17.6904 -20.7186 -9.3201
N -17.7695 -19.5597 -9.3394
H -19.9116 -20.8754 -7.9549
H -20.5966 -22.3101 -7.2647
H -20.5877 -22.1137 -9.0513
H -18.7533 -23.7247 -8.3262
H -18.1735 -22.5153 -7.3023
H -18.0457 -22.4353 -10.4561
H -16.7449 -22.5546 -9.1714
C -15.6019 -15.1985 -4.0780
C -14.9856 -14.1966 -5.0903
C -13.6672 -13.5342 -4.5589
C -14.0996 -12.4301 -3.6813
N -14.8066 -11.6940 -3.1623
H -14.8926 -15.9632 -3.8804
H -16.5614 -15.5952 -4.4012
H -15.7181 -14.7040 -3.1373
H -15.6933 -13.3327 -5.2960
H -14.7358 -14.6603 -6.0298
H -13.0878 -13.1422 -5.3185
H -13.0160 -14.2592 -3.9960
C -21.3975 -18.9494 -4.3504
C -21.1697 -17.6457 -3.6340
C -19.7025 -17.1521 -3.5535
C -18.9263 -17.3465 -4.8050
N -18.2265 -17.4179 -5.7021
H -20.7708 -19.7711 -3.9946
H -21.0818 -18.8097 -5.4248
H -22.4876 -19.1931 -4.3453
H -21.6439 -17.6722 -2.6623
H -21.6776 -16.9100 -4.2531
H -19.1629 -17.7136 -2.7370
H -19.6606 -16.0915 -3.2917
C -16.5760 -20.3477 -5.3234
C -15.2650 -19.6470 -5.6916
C -15.0906 -19.3768 -7.2219
C -14.6957 -20.5389 -8.0508
N -14.2196 -21.3685 -8.6727
H -17.4148 -19.6935 -5.5612
H -16.6096 -20.4679 -4.2424
H -16.7471 -21.3430 -5.7421
H -14.4489 -20.2393 -5.1936
H -15.3413 -18.6999 -5.2063
H -14.2914 -18.6666 -7.3211
H -16.0459 -18.9455 -7.5873
C -13.1236 -26.5501 -10.2285
C -12.4705 -25.2613 -10.7229
C -13.2616 -24.0156 -10.2810
C -14.6182 -24.0449 -10.8606
N -15.6600 -24.2386 -11.3035
H -14.0832 -26.8076 -10.6833
H -13.2181 -26.4828 -9.1236
H -12.4337 -27.3791 -10.3304
H -12.4967 -25.1604 -11.8203
H -11.4702 -25.2142 -10.4339
H -12.6741 -23.1663 -10.6403
H -13.2977 -23.9686 -9.2452
C -10.5716 -23.3937 -4.5547
O -10.1586 -23.2180 -5.6808
N -11.4635 -22.6323 -3.8316
C -12.2173 -21.6487 -4.6283
C -11.9414 -23.1710 -2.5659
H -10.3233 -24.3337 -4.0095
H -11.6054 -21.2689 -5.4764
H -12.5380 -20.8993 -3.9652
H -13.0893 -22.0954 -5.1160
H -13.0274 -23.3051 -2.5430
H -11.6601 -24.2261 -2.4834
H -11.5458 -22.5641 -1.7534
C -13.7681 -16.3105 -11.5514
O -12.6523 -16.6789 -11.1446
N -14.8824 -16.3964 -10.8409
C -16.1564 -16.1890 -11.4956
C -14.9238 -16.9438 -9.4735
H -13.8790 -15.9339 -12.5878
H -16.9747 -16.1488 -10.8062
H -16.3970 -16.9985 -12.2188
H -16.1659 -15.2429 -12.0229
H -15.2295 -17.9385 -9.4284
H -13.8717 -16.9618 -9.0632
H -15.5799 -16.3592 -8.9063
```

Its orbital gap is 0.3531 Eh. Its total energy is -2821.91247 hartree. As for the LUMO energy: 0.4 eV.